C22H31AlFO10 | wB97M-V/def2-TZVPD

Structure (XYZ):
```
65
Properties=species:S:1:pos:R:3
C 0.554 2.584 -1.425
C 0.660 1.095 -1.558
C -0.323 0.387 -2.244
C -0.281 -0.993 -2.324
C 0.757 -1.692 -1.730
C 1.743 -0.994 -1.053
C 1.719 0.399 -0.950
C 2.795 1.072 -0.152
Al 2.590 0.501 1.800
C 2.361 2.163 3.029
C 1.404 1.817 4.063
O 0.308 2.242 4.291
F 1.855 0.792 4.882
H 1.507 3.085 -1.585
H -0.202 3.028 -2.071
H 0.250 2.826 -0.402
H -1.130 0.932 -2.718
H -1.060 -1.536 -2.843
H 0.804 -2.773 -1.752
H 2.539 -1.541 -0.564
H 2.755 2.153 -0.258
H 3.750 0.714 -0.540
H 1.215 -0.334 1.970
H 3.803 -0.461 2.283
H 1.935 3.006 2.490
H 3.330 2.418 3.454
C -0.056 -3.104 6.611
C 0.527 -3.030 5.223
C -0.214 -2.126 4.263
O 0.043 -2.755 3.009
C 0.279 -4.058 3.215
O 0.356 -4.894 2.371
O 0.425 -4.303 4.548
H 0.561 -3.727 7.258
H -0.118 -2.106 7.045
H -1.053 -3.546 6.581
H 1.585 -2.760 5.263
H 0.157 -1.104 4.245
H -1.293 -2.123 4.440
C -2.489 5.104 1.822
C -1.838 5.574 0.546
C -2.567 6.679 -0.193
O -2.216 6.424 -1.558
C -1.926 5.099 -1.669
O -1.767 4.518 -2.690
O -1.843 4.537 -0.445
H -1.876 4.348 2.312
H -2.624 5.940 2.509
H -3.459 4.653 1.608
H -0.797 5.853 0.730
H -2.250 7.679 0.094
H -3.653 6.596 -0.090
C -1.709 -5.401 -5.733
C -0.617 -4.386 -5.956
C 0.414 -4.297 -4.847
O 0.823 -2.931 -4.918
C -0.194 -2.214 -5.449
O -0.261 -1.034 -5.474
O -1.146 -3.051 -5.955
H -2.377 -5.445 -6.593
H -1.281 -6.392 -5.575
H -2.307 -5.127 -4.864
H -0.129 -4.550 -6.922
H 1.269 -4.951 -4.993
H -0.020 -4.480 -3.860
```

The value obtained for the HOMO energy is -0.163 Ha. The largest force on an atom is 0.43 eV/Å. For the energy relative to the best compared isomer or geometry (same formula, charge and spin), the calculation gives 0.00 kcal per mole. As for the net charge: -1. The frontier orbital gap comes out at 6.84 eV.

C5H11N | wB97M-V/def2-TZVPD

Structure (XYZ):
```
17
Properties=species:S:1:pos:R:3
C -0.212 -1.934 -0.710
C 0.189 -0.656 -1.454
N 0.272 0.591 -0.682
C 1.289 0.661 0.354
C -0.149 0.578 0.707
C -0.940 1.735 1.250
H 0.028 -2.814 -1.309
H 0.295 -2.066 0.251
H -1.288 -1.962 -0.517
H 1.163 -0.791 -1.937
H -0.538 -0.484 -2.256
H 1.913 -0.216 0.536
H 1.814 1.612 0.425
H -0.465 -0.388 1.094
H -0.890 1.729 2.343
H -1.992 1.660 0.956
H -0.551 2.691 0.892
```

The value obtained for the HOMO energy is -0.328 Ha. The SMILES is CCN1C[C@H]1C. The largest force on an atom is 0.25 eV/Å. For the energy relative to the best compared isomer or geometry (same formula, charge and spin), the calculation gives 29.63 kcal per mole. The frontier orbital gap comes out at 10.08 eV.

C17H34N7O | wB97M-V/def2-TZVPD

Structure (XYZ):
```
59
Properties=species:S:1:pos:R:3
C 0.326 1.371 -5.032
C 0.850 0.098 -4.373
C 0.910 -1.031 -5.401
C 2.240 0.303 -3.760
C 2.269 1.263 -2.559
N 3.599 1.473 -1.999
C 1.414 0.750 -1.445
C 0.585 1.463 -0.585
N 0.101 0.559 0.276
C -0.827 0.673 1.383
C -1.569 2.006 1.438
C -2.235 2.157 2.811
C -1.372 2.888 3.845
C 0.048 2.356 4.045
N 0.071 0.911 4.306
C -1.824 -0.471 1.111
O -2.693 -0.336 0.282
N -1.630 -1.662 1.742
C -0.618 -2.034 2.704
C 0.263 -3.151 2.100
N 0.111 -3.097 0.636
C -1.253 -3.495 0.218
C -2.267 -2.830 1.169
N 0.599 -0.639 -0.043
N 1.381 -0.532 -1.063
H 0.184 2.168 -4.306
H 1.020 1.716 -5.794
H -0.632 1.178 -5.508
H 0.157 -0.196 -3.576
H -0.073 -1.210 -5.828
H 1.590 -0.770 -6.208
H 1.259 -1.954 -4.943
H 2.625 -0.663 -3.422
H 2.916 0.689 -4.526
H 1.891 2.248 -2.851
H 4.032 0.580 -1.787
H 4.191 1.949 -2.671
H 0.343 2.502 -0.562
H -0.287 0.546 2.328
H -0.883 2.837 1.281
H -2.322 2.020 0.648
H -3.157 2.727 2.698
H -2.510 1.170 3.186
H -1.897 2.853 4.802
H -1.286 3.937 3.559
H 0.503 2.930 4.864
H 0.655 2.534 3.152
H -0.573 0.706 5.065
H 0.998 0.654 4.634
H -0.019 -1.174 2.996
H -1.115 -2.406 3.607
H 1.310 -2.997 2.361
H -0.042 -4.135 2.463
H 0.806 -3.677 0.167
H 0.318 -2.000 0.326
H -1.405 -3.152 -0.806
H -1.358 -4.581 0.246
H -3.158 -2.515 0.625
H -2.563 -3.505 1.974
```

The value obtained for the HOMO energy is -0.430 Ha. The SMILES is CC(C)C[C@H](N)c1cn([C@@H](CCCCN)C(=O)N2CC[NH2+]CC2)nn1. The largest force on an atom is 0.94 eV/Å. For the energy relative to the best compared isomer or geometry (same formula, charge and spin), the calculation gives 12.15 kcal per mole. As for the net charge: +1. The frontier orbital gap comes out at 9.43 eV.

C39H62Ge2N3OTa | wB97M-V/def2-TZVPD

Structure (XYZ):
```
108
Properties=species:S:1:pos:R:3
Ta 0.914 0.300 -0.666
C -2.489 0.727 3.190
C -1.669 0.990 1.917
Ge -0.324 -0.420 1.681
C 1.154 -0.298 2.992
C 0.953 -1.197 4.217
C -1.076 -2.219 1.776
C -1.896 -3.055 1.133
Ge -2.968 -2.978 -0.489
C -2.214 -3.705 -2.122
C -2.242 -5.247 -2.149
C -4.712 -2.144 -0.531
C -5.741 -3.010 -1.273
C -2.227 -4.422 1.609
C -1.472 -5.147 2.530
C -1.855 -6.429 2.886
C -2.982 -7.022 2.323
C -3.741 -6.329 1.393
C -3.357 -5.039 1.061
H -3.210 1.527 3.357
H -1.852 0.679 4.075
H -3.044 -0.209 3.119
H -1.145 1.945 2.009
H -2.323 1.033 1.044
H 1.192 0.746 3.313
H 2.101 -0.527 2.510
H 0.010 -0.997 4.727
H 1.751 -1.027 4.939
H 0.982 -2.255 3.953
H -0.739 -2.623 2.733
H -1.178 -3.359 -2.197
H -2.772 -3.293 -2.964
H -1.699 -5.679 -1.309
H -1.783 -5.598 -3.073
H -3.263 -5.625 -2.127
H -4.596 -1.184 -1.046
H -5.014 -1.926 0.494
H -5.486 -3.140 -2.325
H -6.716 -2.525 -1.227
H -5.859 -3.997 -0.822
H -0.571 -4.727 2.959
H -1.265 -6.983 3.605
H -3.269 -8.024 2.613
H -4.628 -6.773 0.962
H -4.071 -4.513 0.394
C 1.855 4.459 -3.163
N 1.174 3.181 -2.875
C 1.701 2.017 -3.592
C 0.227 3.063 -1.960
O 0.094 1.850 -1.356
N -0.616 4.006 -1.633
C -0.953 5.116 -2.550
C -1.409 3.969 -0.397
H 2.926 4.261 -3.162
H 1.637 5.184 -2.385
H 1.565 4.852 -4.135
H 2.008 2.343 -4.585
H 0.926 1.264 -3.730
H 2.577 1.604 -3.086
H -0.693 4.854 -3.571
H -0.458 6.038 -2.254
H -2.030 5.262 -2.490
H -0.964 3.290 0.319
H -2.432 3.666 -0.620
H -1.424 4.972 0.026
C 1.854 4.314 1.786
C 2.676 3.478 0.848
C 3.768 3.981 0.171
C 4.608 3.185 -0.652
C 5.804 3.801 -1.306
C 4.309 1.844 -0.835
C 3.238 1.310 -0.123
C 2.427 2.093 0.723
N 2.694 0.017 -0.322
C 3.099 -1.366 -0.715
C 4.398 -1.443 -1.524
C 4.586 -2.901 -1.981
C 4.664 -3.834 -0.770
C 3.356 -3.745 0.023
C 2.171 -4.158 -0.855
C 2.089 -3.252 -2.086
C 3.412 -3.304 -2.878
C 1.931 -1.788 -1.633
C 3.151 -2.300 0.496
H 1.979 5.376 1.584
H 2.166 4.140 2.819
H 0.792 4.070 1.720
H 4.028 5.027 0.299
H 5.604 4.826 -1.619
H 6.148 3.223 -2.162
H 6.626 3.846 -0.585
H 4.887 1.235 -1.515
H 1.754 1.600 1.423
H 5.230 -1.101 -0.904
H 4.335 -0.797 -2.407
H 5.511 -2.955 -2.555
H 5.512 -3.570 -0.133
H 4.831 -4.858 -1.106
H 3.402 -4.389 0.902
H 1.238 -4.119 -0.278
H 2.291 -5.190 -1.190
H 1.258 -3.531 -2.735
H 3.356 -2.666 -3.765
H 3.547 -4.326 -3.236
H 0.909 -1.806 -1.085
H 1.826 -1.111 -2.502
H 3.966 -1.988 1.154
H 2.216 -2.219 1.064
```

The value obtained for the HOMO energy is -0.662 Ha. The largest force on an atom is 1.51 eV/Å. As for the net charge: +4. The frontier orbital gap comes out at 5.18 eV.

C4H6N2 | wB97M-V/def2-TZVPD

Structure (XYZ):
```
12
Properties=species:S:1:pos:R:3
C 1.351 -1.633 1.803
C 0.714 -0.886 1.113
C -1.198 0.907 0.506
C -0.190 -0.187 0.513
N -0.621 0.253 -0.622
N -0.664 0.143 -1.849
H 1.912 -2.350 2.248
H -2.242 0.750 0.787
H -0.861 1.892 0.701
H 1.821 0.475 -1.587
H -1.378 0.782 -2.138
H 1.356 -0.146 -1.476
```

The value obtained for the HOMO energy is -0.285 Ha. The largest force on an atom is 5.73 eV/Å. For the energy relative to the best compared isomer or geometry (same formula, charge and spin), the calculation gives 179.18 kcal per mole. The frontier orbital gap comes out at 8.34 eV.

Among the records above, which one has the highest frontier orbital gap?
C5H11N

The highest frontier orbital gap belongs to which entry?
C5H11N

Which formula does entry 1 have?
C22H31AlFO10